Computed, not measured: a 3-piece molecular cluster, C21H40Br2F9N2O7S overall in a non-equilibrium geometry, with the ωB97M-V functional and the def2-TZVPD basis.

Results
* E_LUMO: 2.21 eV
* charge: -1
* orbital gap: 6.89 eV

Geometry (Å):
C 1.661 1.018 1.364
C 1.743 0.831 -0.141
Br 3.609 0.200 -0.483
C 0.810 -0.253 -0.761
Br 0.394 -1.613 0.612
C -0.466 0.400 -1.323
C -1.456 -0.670 -1.863
C -2.890 -0.585 -1.346
O -3.568 0.617 -1.639
C -1.038 1.275 -0.132
O -1.634 0.702 0.829
O -0.791 2.487 -0.177
N -0.120 1.342 -2.415
N -1.265 1.963 -2.946
C 0.766 0.778 -3.439
C 2.140 1.437 -3.481
C 3.155 0.842 -4.499
C 2.718 -0.395 -5.294
C 3.160 -1.692 -4.634
F 2.814 -1.786 -3.342
F 4.531 -1.659 -4.643
C 2.812 -2.979 -5.439
F 2.954 -2.748 -6.745
F 3.707 -3.928 -5.135
S 1.099 -3.718 -5.123
F 1.616 -5.137 -5.628
F 1.503 -4.119 -3.664
F 0.517 -2.331 -4.664
F 0.641 -3.402 -6.614
F -0.323 -4.355 -4.881
H 2.253 0.292 1.905
H 2.132 1.984 1.567
H 0.635 1.100 1.715
H 1.549 1.765 -0.656
H 1.366 -0.821 -1.496
H -1.500 -0.655 -2.957
H -1.121 -1.682 -1.628
H -2.873 -0.822 -0.287
H -3.453 -1.403 -1.815
H -3.613 1.095 -0.805
H -1.713 1.398 -3.671
H -0.943 2.801 -3.415
H 0.829 -0.312 -3.413
H 0.301 0.994 -4.408
H 1.970 2.477 -3.764
H 2.620 1.488 -2.513
H 3.419 1.615 -5.218
H 4.079 0.632 -3.966
H 1.671 -0.412 -5.583
H 3.278 -0.386 -6.228
C 2.190 3.708 5.008
O 3.135 2.751 4.563
C 4.424 2.939 5.118
C 4.690 1.968 6.248
O 3.848 2.215 7.365
C 2.754 1.317 7.440
H 1.201 3.355 4.720
H 2.220 3.832 6.094
H 2.372 4.673 4.524
H 4.554 3.972 5.458
H 5.148 2.753 4.319
H 5.723 2.098 6.589
H 4.577 0.938 5.898
H 3.095 0.332 7.780
H 2.246 1.216 6.479
H 2.050 1.713 8.171
C -7.830 -1.247 2.441
O -6.953 -1.955 3.296
C -6.108 -2.859 2.596
C -4.716 -2.296 2.404
O -4.722 -1.176 1.542
C -4.627 0.064 2.230
H -8.267 -0.430 3.014
H -7.305 -0.831 1.578
H -8.637 -1.905 2.095
H -6.547 -3.129 1.631
H -6.041 -3.768 3.204
H -4.091 -3.062 1.932
H -4.266 -2.043 3.369
H -3.605 0.219 2.586
H -5.328 0.115 3.068
H -4.867 0.854 1.520

Forces on atoms 1 to 6 (eV/Å):
C 0.417 1.230 -0.107
C -0.292 -1.303 0.413
Br 0.071 0.318 -0.083
C 0.350 0.685 0.579
Br 0.165 -0.172 -0.401
C -1.016 0.076 -0.071